Molecular formula: C81H171N9O9
Method: DFT, ωB97M-V/def2-TZVPD

Properties
DFT total energy = -4358.42830 hartree
Charge = 0
SMILES string = CC1(C)CCCC(C)(C)N1O.CC1(C)CCCC(C)(C)N1O.CC1(C)CCCC(C)(C)N1O.CC1(C)CCCC(C)(C)N1O.CC1(C)CCCC(C)(C)N1O.CC1(C)CCCC(C)(C)N1O.CC1(C)CCCC(C)(C)N1O.CC1(C)CCCC(C)(C)N1O.CC1(C)CCCC(C)(C)N1O
Orbital gap = 8.206 eV
Max |F| = 2.27 eV/A
LUMO level = 0.015 Eh

Positions of all 270 atoms, in Å:
1 C -2.394287 -2.098943 -7.383410
2 C -3.302541 -1.325036 -6.439699
3 C -4.760420 -1.665057 -6.793642
4 C -5.746350 -1.307875 -5.689418
5 C -5.293883 -1.970497 -4.395225
6 C -3.888062 -1.624839 -3.951643
7 N -2.995932 -1.816351 -5.086307
8 O -1.650637 -1.541635 -4.727470
9 C -3.872520 -0.173994 -3.413641
10 C -3.490009 -2.516127 -2.796593
11 C -3.074774 0.199583 -6.581012
12 H -2.477699 -3.179707 -7.224398
13 H -1.339493 -1.845341 -7.280714
14 H -2.714872 -1.988356 -8.423669
15 H -4.975777 -1.058071 -7.679196
16 H -4.890542 -2.709997 -7.085862
17 H -6.768428 -1.627385 -5.889284
18 H -5.761103 -0.219481 -5.583491
19 H -5.412460 -3.055974 -4.505486
20 H -6.038526 -1.744047 -3.622390
21 H -2.868977 0.232817 -3.302325
22 H -4.440746 0.495059 -4.061167
23 H -4.362984 -0.169337 -2.437795
24 H -3.461510 -3.585940 -3.029944
25 H -2.439478 -2.326015 -2.552700
26 H -4.097008 -2.352595 -1.909971
27 H -2.401932 0.501404 -5.775298
28 H -3.992149 0.781205 -6.564897
29 H -2.503667 0.431924 -7.482643
30 H -1.195040 -2.368572 -4.918475
31 C 6.712273 -2.415672 -1.155871
32 C 6.851685 -2.111606 0.361202
33 C 7.083713 -3.411690 1.145960
34 C 8.508518 -3.955532 0.959832
35 C 9.464451 -2.854584 1.434268
36 C 9.304933 -1.611240 0.590712
37 N 7.926078 -1.169885 0.671078
38 O 7.736209 0.090550 0.045282
39 C 10.224322 -0.532909 1.192101
40 C 9.864907 -1.831303 -0.840291
41 C 5.591436 -1.481976 0.981938
42 H 5.668351 -2.513136 -1.450882
43 H 7.218549 -3.353879 -1.398008
44 H 7.217328 -1.668675 -1.767283
45 H 6.973798 -3.174840 2.205995
46 H 6.362629 -4.156976 0.811868
47 H 8.646671 -4.232727 -0.081319
48 H 8.654423 -4.755168 1.690299
49 H 10.500257 -3.203639 1.458431
50 H 9.256078 -2.637694 2.487992
51 H 10.206986 0.378322 0.587959
52 H 9.873189 -0.264123 2.192374
53 H 11.258204 -0.869264 1.204949
54 H 9.829321 -0.880513 -1.368609
55 H 10.921495 -2.097847 -0.740067
56 H 9.413402 -2.667474 -1.368036
57 H 4.735795 -2.129909 0.787677
58 H 5.434541 -0.483384 0.573524
59 H 5.708830 -1.342139 2.056655
60 H 8.047502 0.704415 0.716345
61 C 0.784376 9.401520 -4.413270
62 C -0.599334 9.272288 -3.763948
63 C -1.652832 9.204920 -4.877279
64 C -1.745337 7.817736 -5.509307
65 C -1.865338 6.686792 -4.482614
66 C -0.846515 6.765115 -3.359925
67 N -0.739156 8.134018 -2.872837
68 O 0.148463 8.210609 -1.774339
69 C -1.343736 5.865928 -2.231437
70 C 0.538106 6.164931 -3.769823
71 C -0.880228 10.544696 -2.957304
72 H 1.572547 9.356655 -3.658993
73 H 0.879602 10.300225 -5.021238
74 H 0.974385 8.554618 -5.076411
75 H -2.627852 9.568501 -4.552478
76 H -1.282083 9.875991 -5.656674
77 H -0.888860 7.619953 -6.162698
78 H -2.604317 7.784898 -6.185762
79 H -1.657267 5.767281 -5.035504
80 H -2.908711 6.650765 -4.163092
81 H -1.511730 4.889981 -2.692312
82 H -0.718590 5.767834 -1.342761
83 H -2.290004 6.226910 -1.811254
84 H 0.915394 5.460213 -3.028312
85 H 0.456589 5.618778 -4.713331
86 H 1.308863 6.923121 -3.864777
87 H -0.251300 10.609163 -2.071003
88 H -1.906838 10.525273 -2.577210
89 H -0.789433 11.412842 -3.609429
90 H -0.440096 8.313724 -1.019750
91 C -4.452655 -0.687246 1.161317
92 C -5.232675 -0.924665 2.446452
93 C -4.390852 -0.335293 3.588697
94 C -5.173852 -0.147590 4.884895
95 C -6.422182 0.675642 4.594493
96 C -7.326483 0.054647 3.506435
97 N -6.487221 -0.189785 2.348594
98 O -7.283323 -0.685024 1.274221
99 C -7.962088 -1.239114 4.059215
100 C -8.391009 1.093277 3.230625
101 C -5.334507 -2.446907 2.682501
102 H -4.583962 0.325218 0.780520
103 H -4.826808 -1.387511 0.397158
104 H -3.406440 -1.002131 1.146301
105 H -3.622602 -1.081482 3.812863
106 H -3.938206 0.612113 3.289829
107 H -4.578488 0.407976 5.611578
108 H -5.495775 -1.094893 5.321367
109 H -6.131153 1.700613 4.345309
110 H -7.054304 0.766523 5.485172
111 H -7.949539 -2.049172 3.330392
112 H -7.585051 -1.640833 5.000579
113 H -9.028388 -1.071712 4.246662
114 H -9.195580 1.071581 3.964314
115 H -8.026804 2.112139 3.093811
116 H -8.916000 0.886438 2.287411
117 H -5.636891 -2.670761 3.706634
118 H -4.361090 -2.905026 2.511568
119 H -6.098149 -2.863032 2.023667
120 H -7.016449 -0.134038 0.532026
121 C 1.630228 -4.956056 8.022979
122 C 0.659316 -4.091173 7.235523
123 C 1.217802 -3.858762 5.836622
124 C 0.244040 -3.160582 4.906634
125 C -1.024691 -4.004826 4.860756
126 C -1.679967 -4.420912 6.191491
127 N -0.621835 -4.765066 7.119323
128 O -1.119371 -5.211146 8.367808
129 C -2.641169 -3.309323 6.654280
130 C -2.523520 -5.673443 5.922497
131 C 0.494160 -2.745769 7.974939
132 H 1.671873 -5.937426 7.539226
133 H 1.307109 -5.093425 9.051016
134 H 2.627319 -4.520162 7.971140
135 H 2.195204 -3.382454 5.942159
136 H 1.412790 -4.843433 5.387296
137 H 0.640204 -3.156976 3.887916
138 H 0.060207 -2.123256 5.198751
139 H -0.784198 -4.898750 4.273867
140 H -1.820196 -3.495750 4.307622
141 H -2.092923 -2.476010 7.085979
142 H -3.296356 -3.000960 5.839422
143 H -3.293576 -3.659582 7.458892
144 H -1.914578 -6.575743 5.823708
145 H -3.208264 -5.855063 6.752066
146 H -3.079678 -5.543278 4.992327
147 H 0.163601 -2.923967 8.996729
148 H -0.192111 -2.073474 7.463496
149 H 1.430545 -2.174951 7.985866
150 H -1.151744 -6.168245 8.269365
151 C 4.870866 -1.264786 -5.970382
152 C 3.895550 -1.350235 -4.757620
153 C 4.553734 -0.730398 -3.533308
154 C 4.618493 0.791812 -3.531377
155 C 3.232629 1.392046 -3.780838
156 C 2.511139 0.839502 -5.011374
157 N 2.671531 -0.608767 -5.027173
158 O 1.857545 -1.239630 -5.996680
159 C 1.022513 1.202993 -4.963241
160 C 3.154546 1.476660 -6.274942
161 C 3.592768 -2.813897 -4.504541
162 H 5.467667 -0.357499 -5.862325
163 H 4.334645 -1.262176 -6.917795
164 H 5.569341 -2.104441 -6.017077
165 H 3.862555 -0.968832 -2.715226
166 H 5.514283 -1.178845 -3.296782
167 H 5.388712 1.150368 -4.222213
168 H 4.972350 1.123139 -2.550345
169 H 3.416719 2.449075 -4.002682
170 H 2.646142 1.322272 -2.863852
171 H 0.908212 2.218869 -4.599955
172 H 0.584635 1.000100 -5.940035
173 H 0.545893 0.466851 -4.303631
174 H 4.099761 1.988751 -6.062269
175 H 3.429718 0.744651 -7.032907
176 H 2.532436 2.223629 -6.776109
177 H 4.440228 -3.293638 -4.008507
178 H 3.276602 -3.380589 -5.377537
179 H 2.765008 -2.914437 -3.795897
180 H 1.032437 -1.444995 -5.541286
181 C -2.929527 8.371205 3.574821
182 C -4.119677 7.508721 3.111038
183 C -4.483913 7.830243 1.665496
184 C -3.567437 7.252955 0.601545
185 C -3.469001 5.751046 0.790548
186 C -3.069202 5.320335 2.206155
187 N -3.766552 6.093467 3.196055
188 O -3.943320 5.502802 4.455271
189 C -3.311450 3.817351 2.282340
190 C -1.523306 5.583814 2.327836
191 C -5.319342 7.836390 3.991190
192 H -2.063235 8.227754 2.923764
193 H -2.643917 8.118269 4.594004
194 H -3.157316 9.434475 3.442909
195 H -5.457347 7.335657 1.504352
196 H -4.754653 8.880450 1.534932
197 H -2.583762 7.739391 0.622086
198 H -3.975829 7.492713 -0.384067
199 H -2.707421 5.328234 0.132714
200 H -4.419327 5.280202 0.515067
201 H -2.734194 3.385915 3.107796
202 H -4.337492 3.623776 2.615747
203 H -3.044362 3.279115 1.378089
204 H -0.956085 4.643364 2.264730
205 H -1.131526 6.134726 1.468806
206 H -1.243333 6.017213 3.283215
207 H -6.146312 7.152619 3.800093
208 H -5.618318 8.859966 3.763674
209 H -5.020413 7.804227 5.037195
210 H -4.827461 5.118326 4.435369
211 C -0.508942 1.340646 1.640101
212 C 0.309705 1.410184 0.351609
213 C 1.780827 1.531485 0.678909
214 C 2.481697 0.256391 1.161166
215 C 2.187921 -0.848623 0.151320
216 C 0.741811 -1.008442 -0.310352
217 N 0.217270 0.320887 -0.627584
218 O -1.128091 0.156197 -1.039180
219 C 0.744286 -1.862138 -1.563685
220 C -0.049178 -1.754655 0.764836
221 C -0.114240 2.670715 -0.404101
222 H -0.593870 2.313379 2.113607
223 H -0.187818 0.585367 2.360959
224 H -1.497068 0.947980 1.363070
225 H 2.376626 2.034384 -0.090533
226 H 1.886267 2.307902 1.456779
227 H 2.282152 -0.025673 2.193241
228 H 3.521695 0.564096 1.044036
229 H 2.539230 -1.782936 0.600784
230 H 2.792520 -0.661876 -0.736324
231 H -0.245776 -2.299734 -1.716411
232 H 0.969889 -1.280425 -2.459343
233 H 1.464580 -2.661825 -1.396938
234 H -1.134450 -1.700306 0.633908
235 H 0.206448 -2.815068 0.670110
236 H 0.101520 -1.431108 1.796876
237 H 0.447951 2.766698 -1.330344
238 H 0.026633 3.564149 0.212800
239 H -1.190695 2.651950 -0.594622
240 H -1.193039 0.489351 -1.940797
241 C 2.752958 -8.401513 2.812497
242 C 2.423351 -7.125929 2.029921
243 C 3.379836 -6.055966 2.572793
244 C 3.349815 -4.768608 1.774759
245 C 3.614888 -5.108996 0.297338
246 C 2.688429 -6.193791 -0.282608
247 N 2.653037 -7.343105 0.618311
248 O 1.786201 -8.337021 0.101568
249 C 1.315105 -5.548961 -0.513653
250 C 3.297181 -6.607066 -1.615647
251 C 0.972281 -6.762778 2.412325
252 H 3.719724 -8.809050 2.504800
253 H 2.022196 -9.182412 2.588807
254 H 2.753206 -8.200608 3.881276
255 H 3.120262 -5.973322 3.631260
256 H 4.410373 -6.429555 2.550114
257 H 4.173505 -4.122818 2.092994
258 H 2.428976 -4.197471 1.910524
259 H 4.656701 -5.382518 0.129195
260 H 3.352384 -4.175783 -0.213659
261 H 1.363893 -4.854880 -1.352345
262 H 0.579252 -6.320024 -0.745648
263 H 1.006987 -5.007571 0.378574
264 H 2.642019 -7.243585 -2.210248
265 H 3.555672 -5.740210 -2.230273
266 H 4.257930 -7.096666 -1.427279
267 H 0.621987 -7.261203 3.317251
268 H 0.293214 -7.112158 1.627063
269 H 0.735218 -5.698619 2.506888
270 H 2.379398 -9.000631 -0.263201

Cartesian forces (eV/Å) of the 2 atoms listed first:
C -0.01 -0.65 -0.51
C -0.07 0.13 0.27